Record 1
The following is a quantum chemistry calculation of a 7-piece molecular cluster, C13H25Br12Cl3 overall in a non-equilibrium geometry, from the OMol25 dataset.

Positions of all 53 atoms, in Å:
Cl1 1.6272 -4.6674 -1.1964
C1 2.6829 -3.4518 -0.4831
Cl2 3.6750 -2.7228 -1.7253
Cl3 3.6229 -4.1985 0.8532
H1 2.0385 -2.7088 -0.0330
Br1 6.9636 -0.7969 0.7291
C2 5.9510 0.8363 1.3104
C3 4.7086 0.9884 0.4498
Br2 3.3032 -0.2329 1.0067
H2 6.6290 1.6842 1.2608
H3 5.6557 0.7720 2.3558
H4 4.8946 0.8201 -0.6053
H5 4.3404 2.0051 0.5800
Br3 -0.6522 3.0054 -0.4191
C4 -0.6909 1.0267 -0.7011
C5 -0.4784 0.3884 0.6589
Br4 -0.3519 -1.5491 0.3694
H6 0.1078 0.8791 -1.4148
H7 -1.6938 0.8380 -1.0649
H8 -1.2645 0.5241 1.3839
H9 0.4908 0.6556 1.0658
Br5 1.5842 -4.5495 5.3698
C6 0.2377 -3.3011 4.6683
C7 0.8152 -1.9058 4.4132
Br6 -0.7256 -0.7929 3.8058
H10 -0.5764 -3.1564 5.3719
H11 -0.0936 -3.7688 3.7493
H12 1.5362 -1.9260 3.6022
H13 1.2199 -1.4892 5.3279
Br7 -2.9496 7.0387 2.7308
C8 -2.2143 5.2104 2.6269
C9 -3.3239 4.2308 2.2948
Br8 -2.8638 2.4255 2.8615
H14 -1.7392 4.9227 3.5629
H15 -1.4324 5.2042 1.8736
H16 -3.4075 4.1657 1.2111
H17 -4.2930 4.5130 2.6903
Br9 -4.6567 2.6565 -2.5010
C10 -4.1812 1.2945 -3.8558
C11 -2.8177 1.6247 -4.3705
Br10 -2.3099 0.2961 -5.7501
H18 -4.9441 1.2655 -4.6255
H19 -4.2264 0.4024 -3.2422
H20 -2.0485 1.6558 -3.6019
H21 -2.7603 2.6019 -4.8440
Br11 1.4466 -3.2377 -4.4039
C12 -0.5120 -3.0577 -4.2097
C13 -0.8513 -2.7925 -2.7590
Br12 -2.5420 -1.8510 -2.5930
H22 -0.9919 -3.9335 -4.6275
H23 -0.7928 -2.1347 -4.7113
H24 -0.2081 -2.0410 -2.3224
H25 -0.9370 -3.6658 -2.1231

Properties
SMILES string   ClC(Cl)Cl.BrCCBr.BrCCBr.BrCCBr.BrCCBr.BrCCBr.BrCCBr
Net charge   0
ΔE to the lowest compared entry with this formula, charge and spin   17.7 kcal/mol


Record 2
The following is a quantum chemistry calculation of a 2-piece molecular cluster, C13H25F3N6O2PS overall in a non-equilibrium geometry, from the OMol25 dataset.

Positions of all 51 atoms, in Å:
C1 2.9142 -0.4171 2.3354
N1 2.9756 -0.2721 0.8749
C2 2.0415 -1.1284 0.1771
N2 0.9954 -0.2701 -0.4897
C3 -0.3669 -0.8648 -0.4438
C4 -1.3488 0.2941 -0.4935
C5 -2.7426 -0.1072 -0.9887
O1 -3.3909 -1.0915 -0.1853
C6 -3.5570 -2.3019 -0.7545
F1 -4.1251 -2.2295 -1.9456
F2 -2.3854 -2.9319 -0.9118
F3 -4.3068 -3.0271 0.0390
C7 -1.3871 0.9366 0.9151
C8 -1.8429 0.1711 1.9958
C9 -1.8504 0.7494 3.2599
C10 -1.3867 2.0565 3.4007
C11 -0.9630 2.7232 2.2558
N3 -0.9527 2.1880 1.0305
N4 -0.8370 1.2977 -1.4613
C12 -0.0162 0.7228 -2.5110
N5 0.3192 1.7591 -3.4794
C13 1.2819 0.1108 -1.9221
N6 1.6018 -1.0422 -2.7002
P1 2.6431 1.4556 -2.0968
S1 3.6733 1.2056 -3.7301
H1 2.7970 -1.4449 2.6585
H2 3.8620 -0.0702 2.7403
H3 2.1564 0.2235 2.7719
H4 3.9037 -0.4954 0.5442
H5 2.5159 -1.8018 -0.5260
H6 1.5248 -1.7425 0.9103
H7 0.9794 0.6067 0.0466
H8 -0.4595 -1.5751 -1.2587
H9 -0.4960 -1.4386 0.4652
H10 -3.3619 0.7865 -0.9420
H11 -2.6762 -0.3922 -2.0377
H12 -2.2014 -0.8381 1.8717
H13 -2.2203 0.2014 4.1147
H14 -1.3549 2.5445 4.3605
H15 -0.6141 3.7426 2.3438
H16 -1.6432 1.7297 -1.8983
H17 -0.5642 -0.0804 -3.0300
H18 -0.5251 2.2488 -3.7569
H19 0.6625 1.3276 -4.3321
H20 2.5709 -1.3083 -2.5674
H21 1.4678 -0.8506 -3.6820
H22 2.0376 2.7055 -1.9471
H23 3.4944 1.3370 -0.9907
O2 0.6665 -1.9390 3.7478
H24 0.5787 -2.0829 4.6966
H25 -0.0874 -1.3808 3.5264

Properties
Net charge   +1


Computed HOMO energy (hartree) in order:
-0.3685, -0.4247
Computed gap between HOMO and LUMO (eV) in order:
10.141, 9.297